Entry 1:
2 unconnected molecules or ions with the total composition C18H27F8O9S at a distorted geometry, computed with ωB97M-V/def2-TZVPD.

Summary:
energy = -70096.9613 eV
orbital gap = 4.74 eV
charge = -1
HOMO = -3.64 eV
max |F| = 9.59 eV/A

Each line ends with the natural charge from an NBO analysis.
Element x y z (Å)
C: -1.81 -3.04 3.33  -0.645
C: -1.42 -1.92 2.15  -0.089
O: -2.00 -2.43 0.90  -0.538
C: -2.15 -1.38 -0.12  0.543
C: -3.47 -0.41 -0.12  -0.482
C: -4.34 -0.42 1.27  -0.431
C: -5.80 0.30 0.93  -0.424
C: -6.38 1.18 2.20  -0.635
S: -5.83 2.97 2.14  2.114
O: -4.33 2.99 2.56  -0.897
O: -6.67 3.88 3.07  -0.866
O: -6.03 3.57 0.53  -0.850
O: -2.35 -2.16 -1.39  -0.509
C: -1.91 -1.21 -2.45  0.971
O: -2.03 -1.33 -3.78  -0.554
O: -1.21 -0.04 -1.82  -0.538
C: -0.90 -0.32 -0.38  0.040
C: 0.63 -0.90 -0.49  -0.446
C: 1.82 0.22 -0.32  -0.438
C: 1.42 1.54 0.56  -0.470
C: 2.59 2.73 0.38  0.655
F: 3.84 2.38 1.08  -0.328
F: 2.77 2.97 -1.09  -0.337
C: 1.86 4.12 0.97  0.933
F: 0.98 3.79 2.13  -0.342
F: 0.95 4.60 -0.11  -0.330
F: 2.84 5.13 1.42  -0.321
H: -0.91 -3.82 3.33  0.225
H: -1.76 -2.44 4.35  0.216
H: -2.84 -3.57 3.13  0.230
H: -0.23 -1.93 2.12  0.190
H: -1.73 -0.83 2.43  0.183
H: -4.23 -0.73 -0.99  0.240
H: -3.22 0.74 -0.34  0.235
H: -3.82 0.31 2.04  0.221
H: -4.45 -1.49 1.75  0.228
H: -6.57 -0.51 0.55  0.235
H: -5.61 1.02 0.03  0.232
H: -7.57 1.20 2.06  0.262
H: -6.16 0.63 3.20  0.287
H: -5.19 4.11 0.37  0.518
H: -1.17 0.53 0.38  0.222
H: 0.87 -1.79 0.24  0.231
H: 0.74 -1.35 -1.59  0.271
H: 2.28 0.47 -1.38  0.265
H: 2.70 -0.33 0.27  0.245
H: 0.41 2.06 0.26  0.234
H: 1.36 1.21 1.69  0.240
C: 6.32 0.25 -2.05  -0.643
C: 6.59 -0.48 -3.34  -0.067
O: 6.68 -1.90 -3.19  -0.582
C: 5.45 -2.68 -3.13  0.320
O: 4.66 -2.39 -4.16  -0.896
C: 4.72 -2.60 -1.73  0.912
F: 5.62 -2.57 -0.71  -0.362
F: 3.95 -3.70 -1.51  -0.353
F: 3.92 -1.52 -1.56  -0.357
H: 6.87 -0.20 -1.21  0.206
H: 6.61 1.30 -2.14  0.186
H: 5.26 0.23 -1.80  0.209
H: 7.59 -0.17 -3.69  0.152
H: 5.89 -0.18 -4.13  0.189
H: 5.87 -3.69 -3.09  0.091

=====

Entry 2:
A gas-phase ion, C12H14NOS (charge +1) at a distorted geometry, computed with ωB97M-V/def2-TZVPD.

Summary:
energy = -27033.5701 eV
orbital gap (alpha / beta) = 6.78 / 6.78 eV
charge = +1
HOMO (alpha / beta) = -12.81 / -12.81 eV
energy relative to the best compared isomer or geometry (same formula, charge and spin) = 2.7 kcal per mole
max |F| = 1.99 eV/A

Each line ends with the natural charge from an NBO analysis.
Element x y z (Å)
C: -1.08 2.98 -0.17  -0.269
C: 0.21 2.94 0.42  0.033
C: -1.76 1.83 -0.36  -0.017
C: 0.82 1.74 0.71  -0.363
C: -1.27 0.52 0.15  0.016
C: 0.19 0.51 0.47  0.130
C: -3.07 -1.02 0.28  0.223
C: -1.87 -0.68 -0.59  -0.472
C: 3.81 -1.35 0.39  -0.390
C: 3.62 0.05 -0.09  -0.411
C: 2.72 -0.51 0.99  -0.420
C: -4.08 -2.03 -0.08  -0.660
N: -3.07 -0.36 1.36  -0.046
O: -2.04 0.47 1.48  -0.309
S: 1.05 -0.97 0.55  0.521
H: -1.50 3.92 -0.46  0.250
H: 0.73 3.86 0.60  0.244
H: -2.77 1.83 -0.74  0.240
H: 1.83 1.75 1.08  0.249
H: -2.15 -0.43 -1.61  0.252
H: -1.19 -1.54 -0.63  0.244
H: 3.53 -2.16 -0.27  0.236
H: 4.66 -1.58 1.02  0.248
H: 4.33 0.81 0.20  0.242
H: 3.19 0.20 -1.07  0.232
H: 2.81 -0.18 2.01  0.259
H: -3.73 -3.03 0.18  0.246
H: -4.27 -2.01 -1.15  0.234
H: -5.00 -1.85 0.46  0.259

=====

Entry 3:
4 unconnected molecules or ions with the total composition C24H60N7 at a distorted geometry, computed with ωB97M-V/def2-TZVPD.

Summary:
energy = -36283.9893 eV
orbital gap = 5.54 eV
charge = +1
HOMO = -9.50 eV
max |F| = 2.47 eV/A

Each line ends with the Löwdin charge.
Element x y z (Å)
N: -2.24 -0.98 0.15  0.021
C: -3.24 -0.02 0.60  -0.259
C: -3.01 1.40 0.08  -0.165
C: -4.05 1.86 -0.92  -0.170
N: -5.31 2.22 -0.24  0.112
C: -6.42 1.50 -0.21  -0.355
N: -6.92 1.00 0.99  0.097
C: -8.36 0.73 0.64  -0.117
C: -8.15 0.17 -0.76  -0.112
N: -7.22 1.21 -1.21  0.163
H: -2.64 -1.70 -0.44  0.075
H: -1.44 -0.55 -0.28  0.042
H: -4.22 -0.38 0.27  0.092
H: -3.27 -0.01 1.69  0.103
H: -2.99 2.07 0.93  0.116
H: -2.05 1.47 -0.41  0.103
H: -4.20 1.11 -1.68  0.127
H: -3.64 2.75 -1.37  0.116
H: -5.32 3.08 0.29  0.173
H: -6.51 0.07 1.05  0.143
H: -8.91 1.65 0.57  0.127
H: -8.72 0.05 1.40  0.131
H: -7.74 -0.83 -0.71  0.133
H: -9.10 0.15 -1.27  0.131
H: -6.79 1.11 -2.13  0.180
C: 2.61 -2.82 4.78  -0.082
C: 2.45 -2.91 3.27  -0.274
N: 1.26 -3.62 2.86  -0.195
C: 1.27 -3.95 1.44  -0.240
C: 1.25 -2.80 0.43  -0.088
C: 0.01 -3.12 3.38  -0.240
C: -0.32 -1.64 3.12  -0.080
H: 2.58 -3.81 5.24  0.081
H: 3.58 -2.37 5.02  0.074
H: 1.84 -2.19 5.24  0.065
H: 3.32 -3.44 2.88  0.121
H: 2.49 -1.89 2.85  0.077
H: 0.42 -4.61 1.23  0.112
H: 2.16 -4.56 1.25  0.112
H: 0.27 -2.32 0.37  0.038
H: 1.48 -3.18 -0.57  0.078
H: 2.00 -2.03 0.66  0.047
H: -0.01 -3.28 4.46  0.103
H: -0.80 -3.74 3.00  0.114
H: 0.53 -0.99 3.33  0.051
H: -1.13 -1.32 3.77  0.071
H: -0.65 -1.46 2.10  0.026
C: 1.41 0.43 -1.60  -0.076
C: 1.49 0.31 -3.11  -0.249
N: 0.33 -0.33 -3.70  -0.195
C: 0.52 -0.73 -5.09  -0.245
C: 0.73 0.38 -6.13  -0.082
C: -0.94 0.27 -3.38  -0.255
C: -1.17 1.74 -3.73  -0.069
H: 1.22 -0.54 -1.14  0.060
H: 2.36 0.81 -1.20  0.054
H: 0.63 1.13 -1.28  0.064
H: 2.37 -0.29 -3.35  0.122
H: 1.68 1.31 -3.54  0.106
H: -0.33 -1.34 -5.39  0.111
H: 1.38 -1.40 -5.12  0.112
H: -0.19 0.92 -6.35  0.055
H: 1.07 -0.06 -7.06  0.074
H: 1.49 1.10 -5.81  0.068
H: -1.10 0.15 -2.30  0.065
H: -1.74 -0.33 -3.83  0.115
H: -0.33 2.38 -3.46  0.074
H: -2.04 2.12 -3.18  0.046
H: -1.38 1.89 -4.79  0.060
C: 5.17 -0.60 0.12  -0.078
C: 5.44 0.84 0.54  -0.264
N: 4.26 1.68 0.49  -0.200
C: 4.55 3.10 0.60  -0.248
C: 5.17 3.61 1.91  -0.083
C: 3.13 1.20 1.26  -0.262
C: 3.31 0.96 2.76  -0.068
H: 4.69 -0.64 -0.86  0.075
H: 6.11 -1.15 0.06  0.077
H: 4.53 -1.12 0.83  0.055
H: 6.18 1.25 -0.15  0.120
H: 5.91 0.83 1.53  0.104
H: 3.63 3.66 0.40  0.110
H: 5.23 3.36 -0.21  0.110
H: 4.44 3.64 2.72  0.055
H: 5.53 4.63 1.77  0.072
H: 6.02 3.00 2.23  0.068
H: 2.79 0.26 0.81  0.070
H: 2.29 1.89 1.11  0.115
H: 4.23 0.41 2.99  0.074
H: 2.47 0.35 3.13  0.047
H: 3.30 1.88 3.33  0.060

=====

Entry 4:
2 unconnected molecules or ions with the total composition C5H8N3OS at a distorted geometry, computed with ωB97M-V/def2-TZVPD.

Summary:
energy = -22660.2217 eV
orbital gap = 7.94 eV
charge = +1
HOMO = -12.64 eV
energy relative to the best compared isomer or geometry (same formula, charge and spin) = 12.0 kcal per mole
max |F| = 1.36 eV/A

Each line ends with the natural charge from an NBO analysis.
Element x y z (Å)
C: -2.35 1.10 0.45  -0.331
C: -1.97 0.01 1.22  0.185
C: -1.91 1.13 -0.86  0.184
C: 2.32 -0.24 0.02  0.549
C: -0.68 -0.92 -0.59  0.258
N: -1.15 0.15 -1.31  -0.514
N: 2.70 -1.48 -0.30  -0.802
N: -1.21 -0.93 0.68  -0.512
O: 1.16 0.14 0.05  -0.673
S: 3.67 0.85 0.36  0.005
H: -2.97 1.89 0.86  0.270
H: -2.28 -0.10 2.25  0.247
H: -2.18 1.93 -1.53  0.248
H: 3.67 -1.73 -0.35  0.417
H: 2.00 -2.15 -0.57  0.424
H: -0.80 0.18 -2.27  0.445
H: -0.93 -1.73 1.25  0.442
H: 2.91 1.91 0.63  0.159

=====

Entry 5:
A molecular structure, C33H26CdN5O2S2, computed with ωB97M-V/def2-TZVPD.

Summary:
energy = -72429.0374 eV
orbital gap = 6.53 eV
charge = -1
HOMO = -3.98 eV
max |F| = 0.32 eV/A

Each line ends with the natural charge from an NBO analysis.
Element x y z (Å)
Cd: -0.12 0.03 -0.50  1.613
C: -0.12 1.46 -4.89  -0.279
C: -0.21 0.63 -3.77  0.058
N: -0.60 1.06 -2.60  -0.529
C: -0.95 2.36 -2.42  0.225
C: -0.86 3.28 -3.49  -0.104
C: -0.43 2.78 -4.74  -0.134
C: -1.20 4.64 -3.30  -0.276
C: -1.63 5.03 -2.07  -0.171
C: -1.76 4.13 -0.99  -0.304
C: -1.45 2.78 -1.11  0.196
N: -1.60 1.77 -0.22  -0.732
C: -2.23 1.76 0.98  0.188
C: -2.70 2.81 1.76  -0.296
C: -3.43 2.59 2.95  -0.163
C: -3.73 1.35 3.41  -0.257
C: -3.25 0.23 2.68  -0.094
C: -3.50 -1.10 3.09  -0.136
C: -3.02 -2.15 2.36  -0.271
C: -2.22 -1.86 1.24  0.043
N: -1.95 -0.64 0.85  -0.545
C: -2.48 0.42 1.52  0.228
H: 0.21 1.06 -5.84  0.213
H: 0.07 -0.42 -3.81  0.222
H: -0.35 3.47 -5.58  0.203
H: -1.11 5.33 -4.12  0.198
H: -1.89 6.07 -1.90  0.199
H: -2.11 4.53 -0.06  0.202
H: -2.48 3.83 1.50  0.203
H: -3.76 3.46 3.51  0.201
H: -4.30 1.19 4.31  0.200
H: -4.09 -1.27 3.98  0.208
H: -3.20 -3.17 2.65  0.215
H: -1.75 -2.65 0.67  0.202
O: 0.04 -1.98 -1.98  -0.728
C: 0.93 -2.48 -1.28  0.672
C: 1.92 -3.51 -1.78  -0.523
C: 2.83 -3.71 -0.58  -0.521
C: 2.22 -2.79 0.49  0.676
O: 2.65 -2.71 1.62  -0.635
N: 1.14 -2.12 -0.01  -0.759
H: 2.42 -3.12 -2.67  0.240
H: 1.37 -4.41 -2.08  0.222
H: 3.85 -3.38 -0.77  0.232
H: 2.87 -4.73 -0.20  0.220
S: 0.01 1.14 4.07  -0.227
C: -0.05 -0.51 4.28  0.062
N: 0.17 -1.37 3.23  -0.524
C: 0.11 -2.71 3.30  0.095
C: -0.19 -3.34 4.46  -0.327
C: -0.40 -2.53 5.60  -0.154
C: -0.33 -1.17 5.52  -0.272
H: 0.40 -0.94 2.33  0.451
H: 0.31 -3.22 2.37  0.236
H: -0.24 -4.42 4.51  0.217
H: -0.62 -2.99 6.56  0.207
H: -0.48 -0.54 6.38  0.228
S: 1.95 1.40 -0.07  -0.509
C: 2.89 0.74 -1.42  -0.166
C: 3.80 -0.30 -1.22  -0.201
C: 4.53 -0.83 -2.28  -0.244
C: 4.36 -0.34 -3.57  -0.263
C: 3.48 0.71 -3.77  -0.209
C: 2.75 1.24 -2.72  -0.253
H: 3.94 -0.67 -0.21  0.217
H: 5.23 -1.63 -2.09  0.198
H: 4.93 -0.75 -4.39  0.198
H: 3.34 1.12 -4.77  0.198
H: 2.06 2.06 -2.89  0.217

=====

Entry 6:
7 unconnected molecules or ions with the total composition C30H81N7O8 at a distorted geometry, computed with ωB97M-V/def2-TZVPD.

Summary:
energy = -59229.3587 eV
orbital gap = 9.41 eV
charge = 0
HOMO = -8.78 eV
energy relative to the best compared isomer or geometry (same formula, charge and spin) = 0.0 kcal per mole
max |F| = 1.64 eV/A

Each line ends with the Löwdin charge.
Element x y z (Å)
C: -3.29 4.63 2.23  -0.114
O: -3.18 3.48 1.44  -0.198
C: -4.43 2.91 1.12  -0.224
C: -4.19 1.59 0.41  -0.421
C: -5.49 1.10 -0.21  -0.065
N: -3.69 0.62 1.41  0.061
H: -3.95 4.46 3.09  0.089
H: -3.74 5.45 1.66  0.089
H: -2.31 4.89 2.61  0.086
H: -5.01 2.71 2.04  0.133
H: -5.00 3.57 0.45  0.133
H: -3.43 1.75 -0.36  0.133
H: -5.65 1.68 -1.13  0.074
H: -6.33 1.37 0.44  0.081
H: -5.51 0.04 -0.43  0.066
H: -3.24 1.17 2.14  0.059
H: -2.99 0.00 1.03  0.017
C: 4.92 -2.19 1.31  -0.097
O: 4.66 -0.84 1.64  -0.207
C: 5.20 0.07 0.69  -0.199
C: 4.60 1.43 0.94  -0.434
C: 4.84 2.46 -0.15  -0.053
N: 5.04 2.04 2.22  0.066
H: 4.52 -2.78 2.13  0.091
H: 6.01 -2.37 1.32  0.091
H: 4.57 -2.45 0.31  0.068
H: 6.27 0.15 0.95  0.137
H: 5.08 -0.25 -0.35  0.126
H: 3.52 1.23 1.09  0.109
H: 4.56 2.05 -1.12  0.069
H: 5.92 2.65 -0.20  0.080
H: 4.34 3.41 0.06  0.070
H: 5.13 1.32 2.93  0.065
H: 4.22 2.55 2.55  0.036
C: 1.29 3.36 -1.50  -0.099
O: 1.79 2.44 -2.45  -0.183
C: 1.55 1.07 -2.16  -0.235
C: 1.31 0.29 -3.41  -0.419
C: 0.07 0.74 -4.20  -0.046
N: 1.18 -1.12 -2.99  0.037
H: 0.19 3.35 -1.48  0.090
H: 1.60 4.32 -1.91  0.091
H: 1.72 3.22 -0.50  0.071
H: 2.46 0.71 -1.64  0.114
H: 0.73 0.93 -1.43  0.120
H: 2.15 0.40 -4.10  0.137
H: -0.45 -0.13 -4.60  0.065
H: 0.35 1.29 -5.10  0.073
H: -0.54 1.41 -3.59  0.071
H: 1.43 -1.73 -3.76  0.067
H: 1.87 -1.35 -2.28  0.031
C: 3.60 4.80 3.63  -0.094
O: 3.07 3.52 3.95  -0.229
C: 3.33 3.09 5.26  -0.232
C: 2.48 1.90 5.58  -0.443
C: 2.57 1.54 7.05  -0.070
N: 2.99 0.76 4.81  0.055
H: 3.11 5.11 2.72  0.087
H: 4.67 4.69 3.38  0.087
H: 3.53 5.50 4.47  0.086
H: 4.39 2.86 5.44  0.139
H: 3.11 3.89 5.98  0.128
H: 1.42 2.08 5.32  0.140
H: 2.22 2.29 7.76  0.076
H: 3.62 1.36 7.31  0.083
H: 2.06 0.59 7.21  0.074
H: 2.54 -0.11 5.04  0.070
H: 2.82 0.93 3.82  0.040
C: -7.16 -1.18 -6.52  -0.125
O: -6.26 -0.11 -6.56  -0.181
C: -5.06 -0.30 -5.84  -0.214
C: -5.17 0.18 -4.40  -0.400
C: -3.85 0.79 -3.91  -0.072
N: -5.42 -1.00 -3.50  0.046
H: -7.73 -1.23 -7.45  0.083
H: -7.86 -1.13 -5.67  0.086
H: -6.65 -2.15 -6.45  0.085
H: -4.75 -1.34 -5.92  0.124
H: -4.30 0.29 -6.36  0.125
H: -5.99 0.89 -4.33  0.141
H: -3.02 0.10 -4.12  0.066
H: -3.92 0.99 -2.84  0.057
H: -3.55 1.66 -4.50  0.084
H: -5.30 -0.60 -2.57  0.029
H: -4.53 -1.48 -3.58  0.048
C: 1.03 -5.24 1.50  -0.111
O: 1.73 -5.08 0.29  -0.182
C: 0.93 -4.47 -0.70  -0.230
C: 1.65 -4.45 -2.03  -0.426
C: 2.02 -5.83 -2.52  -0.060
N: 2.80 -3.49 -1.99  0.049
H: 0.30 -6.05 1.43  0.090
H: 0.55 -4.32 1.83  0.065
H: 1.76 -5.51 2.27  0.088
H: -0.03 -4.99 -0.83  0.127
H: 0.73 -3.44 -0.39  0.101
H: 0.91 -3.98 -2.69  0.121
H: 1.16 -6.48 -2.58  0.083
H: 2.74 -6.28 -1.82  0.084
H: 2.59 -5.81 -3.45  0.076
H: 3.27 -3.57 -1.08  0.053
H: 3.48 -3.90 -2.62  0.072
C: -2.47 -2.48 -1.37  -0.088
O: -2.61 -1.78 -0.14  -0.206
C: -2.35 -2.72 0.89  -0.224
C: -1.80 -2.09 2.17  -0.181
N: -0.34 -1.92 2.08  -0.042
C: 0.05 -0.96 1.03  -0.190
C: 1.32 -0.26 1.42  -0.205
O: 1.21 0.86 2.30  -0.227
C: 0.29 1.89 1.94  -0.070
H: -1.43 -2.81 -1.45  0.072
H: -2.49 -1.76 -2.20  0.075
H: -3.25 -3.22 -1.50  0.099
H: -1.61 -3.47 0.58  0.100
H: -3.23 -3.34 1.12  0.129
H: -2.01 -2.79 2.99  0.121
H: -2.29 -1.13 2.34  0.092
H: -0.06 -1.46 2.94  0.105
H: -0.73 -0.19 0.89  0.103
H: 0.21 -1.47 0.07  0.098
H: 1.87 0.11 0.54  0.094
H: 2.07 -0.88 1.92  0.122
H: 0.26 2.02 0.85  0.070
H: 0.79 2.78 2.33  0.089
H: -0.71 1.67 2.30  0.079

=====

Entry 7:
5 unconnected molecules or ions with the total composition C21H44Cl10NO5P2S, computed with ωB97M-V/def2-TZVPD.

Summary:
energy = -188860.8436 eV
orbital gap = 6.48 eV
charge = -1
HOMO = -4.69 eV
max |F| = 0.85 eV/A

Each line ends with the Löwdin charge.
Element x y z (Å)
C: -4.08 -2.58 -0.15  -0.083
C: -2.94 -2.57 0.88  -0.398
C: -3.45 -2.94 2.28  -0.070
C: -2.12 -1.24 0.92  -0.312
C: -3.05 -0.02 0.91  -0.056
C: -1.17 -1.27 -0.28  -0.268
O: -0.27 -0.20 -0.50  -0.331
P: 1.25 0.00 0.23  0.484
C: 2.27 -0.93 -1.19  -0.676
Cl: 2.63 0.25 -2.52  0.527
C: 1.87 -2.24 -1.89  -0.787
C: 1.78 -3.46 -0.98  -0.127
Cl: 0.44 -2.14 -2.99  0.593
P: 0.33 1.47 1.81  0.249
O: -0.41 0.74 3.06  -0.288
O: -0.88 2.27 1.06  -0.289
S: 1.53 2.84 2.61  0.135
O: 2.74 0.32 1.02  -0.400
C: 3.10 -0.53 2.06  -0.224
C: 2.08 -1.70 2.09  -0.333
C: 1.47 -1.98 3.48  -0.115
C: 1.22 -3.45 3.68  -0.245
N: 0.29 -4.12 3.13  0.097
O: 1.05 -1.38 1.18  -0.250
H: -3.81 -2.10 -1.09  0.051
H: -4.97 -2.08 0.25  0.073
H: -4.36 -3.61 -0.37  0.077
H: -2.23 -3.35 0.57  0.126
H: -2.69 -3.49 2.84  0.062
H: -3.73 -2.06 2.85  0.079
H: -4.33 -3.60 2.20  0.070
H: -1.55 -1.30 1.85  0.111
H: -4.09 -0.27 1.17  0.071
H: -2.72 0.72 1.65  0.054
H: -3.01 0.49 -0.05  0.022
H: -1.82 -1.29 -1.17  0.086
H: -0.65 -2.23 -0.31  0.075
H: 1.39 1.22 -0.48  0.020
H: 3.26 -1.14 -0.78  0.071
H: 2.67 -2.46 -2.60  0.070
H: 2.71 -3.50 -0.40  0.078
H: 0.96 -3.43 -0.27  0.054
H: 1.73 -4.37 -1.58  0.073
H: -0.36 1.34 3.82  0.037
H: -0.57 2.45 0.16  0.051
H: 3.09 0.02 3.02  0.077
H: 4.10 -0.93 1.88  0.120
H: 2.55 -2.62 1.73  0.127
H: 2.14 -1.59 4.26  0.088
H: 0.53 -1.43 3.54  0.104
H: 1.92 -4.00 4.33  0.096
H: -0.28 -3.50 2.55  0.031
Cl: -5.77 -1.46 -3.72  0.538
C: -5.79 0.31 -3.98  -0.672
C: -4.41 0.89 -4.12  -0.674
Cl: -3.49 0.84 -2.60  0.620
H: -6.32 0.76 -3.14  0.068
H: -6.35 0.49 -4.90  0.011
H: -4.50 1.94 -4.41  0.035
H: -3.84 0.36 -4.88  0.071
Cl: -6.23 1.54 -7.42  0.577
C: -6.34 3.28 -7.81  -0.651
C: -4.99 3.90 -8.06  -0.666
Cl: -3.99 4.00 -6.59  0.563
H: -6.85 3.77 -6.99  0.069
H: -6.94 3.36 -8.71  0.070
H: -5.12 4.92 -8.43  0.071
H: -4.43 3.33 -8.80  0.068
Cl: 4.68 2.57 -0.80  0.559
C: 5.15 3.87 0.31  -0.669
C: 6.49 4.47 -0.03  -0.664
Cl: 7.85 3.34 0.25  0.505
H: 5.14 3.45 1.32  0.060
H: 4.38 4.64 0.25  0.074
H: 6.67 5.34 0.61  0.066
H: 6.54 4.77 -1.07  0.061
Cl: 4.94 -0.86 5.41  0.549
C: 6.21 0.39 5.30  -0.658
C: 5.75 1.72 5.84  -0.677
Cl: 4.52 2.48 4.81  0.544
H: 6.51 0.48 4.26  0.069
H: 7.05 0.03 5.89  0.066
H: 6.59 2.41 5.89  0.067
H: 5.33 1.62 6.84  0.063